52
Properties=species:S:1:pos:R:3 method="wB97M-V/def2-TZVPD" e_tot_ha=-1634.3655 e_lumo_ev=2.366 charge=-1 homo_energy_ev=-2.982 homo_lumo_gap_ev=5.35
C 0.975 -6.177 5.153
C 1.218 -6.076 3.663
P 2.161 -4.462 3.119
Cl 3.747 -3.073 2.837
O 0.969 -3.322 3.763
C -0.302 -3.595 3.015
C 0.023 -4.077 1.476
C 0.041 -2.637 0.626
O 1.407 -2.107 0.762
C 1.583 -0.823 0.065
C 0.628 0.393 0.647
C 1.070 0.671 2.201
O 1.490 -4.387 1.490
H 1.900 -6.411 5.857
H -0.061 -5.974 5.658
H 0.908 -6.899 2.884
H 2.692 -4.544 4.483
H 3.127 -5.422 2.570
H -0.936 -2.611 3.190
H -1.031 -4.415 3.481
H -0.688 -4.846 0.943
H -0.224 -2.809 -0.517
H -0.798 -1.972 1.103
H 1.526 -0.908 -1.121
H 2.704 -0.480 0.286
H 0.854 1.341 -0.004
H -0.499 0.110 0.510
H 1.991 1.404 2.203
H 1.384 -0.283 2.807
H 0.211 1.204 2.831
C -1.952 4.073 -5.399
C -2.285 4.005 -3.911
N -1.479 3.029 -3.174
C -2.002 2.733 -1.837
C -2.033 3.871 -0.823
C -0.027 3.193 -3.254
C 0.561 4.531 -2.817
H -2.003 3.084 -5.863
H -2.672 4.721 -5.912
H -0.956 4.491 -5.574
H -3.342 3.718 -3.838
H -2.204 5.008 -3.480
H -1.445 1.891 -1.406
H -3.027 2.356 -1.951
H -1.035 4.112 -0.454
H -2.628 3.571 0.047
H -2.487 4.778 -1.229
H 0.281 3.013 -4.292
H 0.465 2.391 -2.688
H 0.027 5.384 -3.245
H 1.602 4.601 -3.153
H 0.571 4.635 -1.731

=====

53
Properties=species:S:1:pos:R:3 method="wB97M-V/def2-TZVPD" e_tot_ha=-3654.3392 e_lumo_ev=-8.037 charge=+2 homo_energy_ev=-14.038 homo_lumo_gap_ev=6.00
Ga -0.086 0.394 0.328
P 2.139 -0.435 0.340
C 2.280 -0.498 -1.478
C 1.104 -1.188 -2.077
N -0.090 -0.903 -1.507
C -1.242 -1.307 -2.069
C -1.217 -2.183 -3.146
C -0.006 -2.573 -3.698
C 1.172 -2.050 -3.171
C -2.531 -0.734 -1.516
P -2.202 0.848 -0.627
H 2.152 -2.283 -3.563
H -2.172 -2.514 -3.542
H 0.029 -3.250 -4.546
H -3.237 -0.547 -2.337
H -3.005 -1.438 -0.813
H 2.259 0.671 -1.861
H 3.236 -0.922 -1.795
H 1.395 2.585 -1.424
O 1.838 1.981 -2.188
H 2.409 2.523 -2.760
H 0.248 2.363 0.147
O 0.484 3.145 -0.486
H 0.625 3.926 0.073
C -2.128 2.064 -1.975
H -3.050 2.012 -2.568
H -2.026 3.073 -1.554
H -1.272 1.875 -2.635
C -3.677 1.218 0.354
H -3.453 2.048 1.039
H -4.512 1.509 -0.303
H -3.976 0.344 0.952
C 2.341 -2.154 0.898
H 3.350 -2.508 0.645
H 2.209 -2.211 1.985
H 1.603 -2.812 0.422
C 3.613 0.460 0.902
H 3.498 0.699 1.967
H 4.508 -0.168 0.771
H 3.734 1.393 0.332
C 1.204 0.147 3.634
Si -0.375 -0.073 2.626
C -0.981 -1.843 2.739
C -1.657 1.144 3.270
H 1.867 -0.726 3.599
H 0.883 0.292 4.677
H 1.774 1.035 3.331
H -1.246 -2.041 3.788
H -1.874 -1.999 2.121
H -0.212 -2.564 2.432
H -1.495 1.240 4.353
H -1.550 2.141 2.821
H -2.681 0.794 3.095

=====

65
Properties=species:S:1:pos:R:3 method="wB97M-V/def2-TZVPD" e_tot_ha=-3325.9911 e_lumo_ev=-0.200 homo_energy_ev=-9.145 homo_lumo_gap_ev=8.95
O 2.967 2.816 1.650
C 2.715 2.505 2.782
O 1.773 3.187 3.467
C 3.364 1.343 3.483
C 2.809 0.060 2.787
C 1.525 -0.339 3.523
C 0.620 -1.287 2.732
O -0.288 -2.005 3.627
S -1.076 -1.015 4.649
O -1.830 -1.901 5.485
O -2.173 -0.291 3.668
C -1.656 0.951 3.153
C -0.690 0.808 1.944
C -0.250 -0.632 1.643
P 0.415 -0.675 -0.127
O 0.751 0.888 -0.524
I 2.595 -1.791 -0.253
H 1.682 4.029 2.996
H 4.432 1.450 3.313
H 3.094 1.339 4.536
H 3.590 -0.692 2.829
H 2.584 0.372 1.772
H 1.046 0.579 3.857
H 1.827 -0.866 4.432
H 1.255 -2.080 2.343
H -1.219 1.527 3.970
H -2.525 1.513 2.820
H 0.179 1.440 2.139
H -1.185 1.260 1.086
H -1.174 -1.209 1.601
H 1.300 1.321 0.151
C -0.599 -4.700 0.479
O -0.573 -4.645 -0.965
P -0.964 -5.904 -1.946
O -0.411 -5.461 -3.235
O -2.580 -5.682 -1.932
C -3.355 -5.009 -0.953
O -1.115 -7.512 -2.026
C -1.251 -8.076 -3.333
H 0.283 -4.184 0.857
H -1.463 -4.148 0.846
H -0.614 -5.720 0.857
H -3.347 -3.936 -1.157
H -3.033 -5.224 0.063
H -4.381 -5.360 -1.053
H -0.336 -7.960 -3.908
H -2.089 -7.618 -3.856
H -1.442 -9.139 -3.193
C 0.033 2.847 -2.422
O -0.847 3.762 -3.120
P -0.707 5.392 -3.167
O -2.040 5.797 -3.638
O 0.384 5.474 -4.376
C 1.284 4.461 -4.795
O -0.070 6.681 -2.420
C -0.556 7.961 -2.829
H -0.580 2.087 -1.954
H 0.667 2.334 -3.143
H 0.642 3.342 -1.669
H 0.775 3.783 -5.483
H 1.731 3.922 -3.964
H 2.089 4.948 -5.342
H -1.597 8.094 -2.545
H -0.437 8.083 -3.904
H 0.046 8.703 -2.306

=====

57
Properties=species:S:1:pos:R:3 method="wB97M-V/def2-TZVPD" e_tot_ha=-1236.5643 e_lumo_ev=-3.323 charge=+1 homo_energy_ev=-11.426 homo_lumo_gap_ev=8.10
C 5.203 0.735 0.083
C 3.895 -0.095 -0.094
O 3.921 -1.277 -0.075
N 2.680 0.678 -0.250
N 1.604 -0.172 -0.483
C 0.446 0.103 0.101
N -0.671 -0.678 -0.021
C -1.585 -0.066 0.745
N -1.080 1.054 1.279
N 0.197 1.159 0.885
C 2.796 1.744 -1.278
C 2.667 3.214 -0.786
O 2.997 1.550 -2.422
H 4.980 1.470 0.886
H 5.989 0.020 0.362
H 5.410 1.264 -0.868
H 1.657 -1.025 -1.039
H -2.618 -0.369 0.959
H -1.547 1.729 1.875
H 0.811 1.922 1.142
H 1.889 3.765 -1.345
H 3.659 3.706 -0.860
H 2.412 3.214 0.297
C -4.352 1.218 -3.958
C -3.489 2.357 -4.492
C -2.129 2.482 -3.784
O -2.187 3.072 -2.489
C -2.559 2.188 -1.455
N -4.256 3.605 -4.420
H -4.815 1.457 -3.000
H -5.162 1.000 -4.656
H -3.765 0.303 -3.837
H -3.287 2.144 -5.545
H -1.501 3.150 -4.379
H -1.607 1.516 -3.745
H -2.180 1.175 -1.624
H -3.645 2.172 -1.338
H -2.135 2.569 -0.523
H -3.723 4.347 -4.867
H -4.290 3.888 -3.443
C 1.185 -5.101 2.968
C 0.756 -3.786 2.327
C 0.963 -2.559 3.233
O 0.002 -2.414 4.263
C 0.243 -3.206 5.418
N -0.639 -3.906 1.888
H 0.466 -5.460 3.705
H 1.276 -5.878 2.209
H 2.156 -5.001 3.459
H 1.381 -3.641 1.439
H 0.858 -1.662 2.610
H 1.980 -2.534 3.646
H 1.310 -3.319 5.622
H -0.228 -4.185 5.313
H -0.222 -2.707 6.268
H -0.892 -3.065 1.375
H -1.224 -3.865 2.721

=====

53
Properties=species:S:1:pos:R:3 method="wB97M-V/def2-TZVPD" e_tot_ha=-1381.5059 e_lumo_ev=-2.093 charge=+1 homo_energy_ev=-12.534 homo_lumo_gap_ev=10.44
O 3.304 1.399 -1.601
S 2.331 1.109 -0.602
O 1.053 1.762 -0.714
C 3.034 1.516 0.988
C 3.785 0.376 1.678
C 2.935 -0.880 1.629
C 2.638 -1.412 0.245
C 3.787 -2.110 -0.491
C 4.810 -1.262 -1.233
O 5.812 -2.101 -1.809
O 1.968 -0.435 -0.613
H 2.209 1.842 1.615
H 3.669 2.367 0.757
H 3.880 0.663 2.725
H 4.793 0.238 1.302
H 3.431 -1.688 2.167
H 2.003 -0.690 2.167
H 1.893 -2.195 0.392
H 3.313 -2.730 -1.255
H 4.267 -2.803 0.202
H 5.303 -0.529 -0.595
H 4.346 -0.770 -2.080
H 6.157 -2.676 -1.126
C -5.031 1.057 -0.291
C -3.885 0.282 -0.904
N -2.558 1.002 -0.936
C -2.709 2.235 -1.779
C -1.537 0.158 -1.662
C -1.103 -1.153 -1.031
C -2.061 1.487 0.406
C -1.933 0.504 1.551
O -3.181 -0.051 1.889
C -3.140 -1.366 2.431
H -5.288 1.947 -0.864
H -5.909 0.413 -0.292
H -4.839 1.340 0.741
H -4.106 0.051 -1.947
H -3.731 -0.656 -0.383
H -3.090 1.944 -2.753
H -1.732 2.702 -1.881
H -3.392 2.922 -1.294
H -0.664 0.800 -1.786
H -1.966 -0.028 -2.645
H -0.337 -0.972 -0.283
H -0.629 -1.743 -1.815
H -1.899 -1.764 -0.607
H -2.744 2.281 0.702
H -1.082 1.930 0.209
H -1.552 1.093 2.396
H -1.193 -0.269 1.347
H -2.144 -1.625 2.794
H -3.447 -2.095 1.675
H -3.838 -1.416 3.263

=====

79
Properties=species:S:1:pos:R:3 method="wB97M-V/def2-TZVPD" e_tot_ha=-11436.4193 e_lumo_ev=-2.915 homo_energy_ev=-3.609 homo_lumo_gap_ev=0.69
C 1.137 6.763 -1.129
C 1.393 5.282 -0.717
F 1.232 5.251 0.665
C 0.412 4.396 -1.504
B -0.048 3.018 -0.879
O -0.717 2.138 -1.733
B -0.220 0.847 -1.618
O 0.274 0.362 -0.399
B 0.841 1.393 0.335
C 2.252 1.311 1.009
C 3.290 0.764 0.000
N 3.614 1.864 -0.960
O 0.097 2.585 0.429
H 2.074 7.295 -1.296
H 0.671 7.266 -0.279
H 0.483 6.838 -1.992
H 2.410 5.069 -1.040
H -0.485 4.940 -1.812
H 0.926 4.134 -2.434
H -0.235 0.184 -2.598
H 2.250 0.739 1.946
H 2.574 2.323 1.270
H 4.202 0.467 0.513
H 2.843 -0.043 -0.580
H 4.614 2.031 -0.929
H 3.432 1.495 -1.888
C -0.447 5.890 4.052
Cl 1.142 6.341 4.757
Cl -1.643 5.787 5.350
Cl -0.924 7.127 2.904
Cl -0.306 4.336 3.245
Na 1.944 4.465 6.243
C -2.591 -2.024 -5.807
S -1.848 -1.797 -4.182
O -0.404 -2.008 -4.332
C -2.546 -3.296 -3.455
H -2.252 -1.213 -6.448
H -2.267 -2.977 -6.226
H -3.680 -1.991 -5.713
H -2.231 -4.167 -4.031
H -3.637 -3.225 -3.440
H -2.172 -3.380 -2.435
C 1.019 -1.544 4.784
F 0.275 -0.971 3.855
F 0.278 -1.555 5.914
F 1.141 -2.861 4.410
S 2.660 -0.718 5.006
O 2.316 0.629 5.390
O 3.294 -0.826 3.720
O 3.322 -1.485 6.050
K 1.578 -4.202 5.641
Cl 8.518 2.396 3.503
C 6.797 2.709 3.164
C 6.128 1.548 2.474
Cl 6.724 1.321 0.811
H 6.732 3.617 2.569
H 6.314 2.890 4.124
H 5.055 1.730 2.403
H 6.281 0.618 3.015
Br -5.792 -2.498 -1.259
C -7.411 -3.180 -2.096
C -7.105 -4.314 -3.040
Br -6.346 -3.659 -4.708
H -7.892 -2.338 -2.585
H -8.036 -3.524 -1.274
H -8.019 -4.832 -3.323
H -6.398 -5.032 -2.631
C -3.324 -6.783 -0.833
O -4.073 -7.294 -1.645
N -2.570 -7.527 0.037
N -3.176 -5.433 -0.719
H -1.947 -7.129 0.712
H -2.655 -8.524 -0.021
H -3.714 -4.861 -1.345
H -2.568 -4.990 -0.056
O -1.114 -2.024 0.739
H -0.565 -1.230 0.721
H -1.680 -1.935 -0.036
F 0.497 -2.775 -6.331

=====

63
Properties=species:S:1:pos:R:3 method="wB97M-V/def2-TZVPD" e_tot_ha=-6924.6145 e_lumo_ev=-4.297 charge=+1 homo_energy_ev=-11.980 homo_lumo_gap_ev=7.68
C 0.842 -2.997 2.789
C -0.348 -2.047 2.709
Br 0.029 -0.426 3.710
C -0.887 -1.757 1.296
N -0.017 -2.095 0.173
C 0.648 -1.308 -0.598
N 1.317 -1.916 -1.672
S 3.024 -2.103 -1.605
C 3.332 -2.694 0.037
O 3.642 -0.840 -1.822
O 3.312 -3.157 -2.514
N 0.644 0.079 -0.472
C -0.570 0.733 -0.956
C -0.371 1.853 -1.996
C 1.047 2.108 -2.462
Br -1.500 1.434 -3.554
O 1.043 0.462 0.820
B 2.371 0.922 0.940
O 2.922 1.894 0.142
O 3.063 0.368 1.972
H 1.766 -2.419 2.731
H 0.855 -3.463 3.771
H 0.833 -3.756 2.010
H -1.173 -2.493 3.255
H -1.238 -0.732 1.245
H -1.752 -2.400 1.162
H 0.037 -3.084 -0.056
H 1.109 -1.388 -2.524
H 4.034 -2.040 0.535
H 2.406 -2.820 0.588
H 3.773 -3.675 -0.113
H -1.148 1.105 -0.109
H -1.192 -0.033 -1.422
H -0.776 2.786 -1.619
H 1.528 2.760 -1.744
H 1.002 2.668 -3.391
H 1.619 1.198 -2.620
H 2.765 2.766 0.518
H 3.988 0.627 1.889
C 2.272 6.405 -1.481
C 1.303 5.632 -0.620
O 0.554 4.787 -1.095
N 1.285 5.906 0.707
C 2.089 6.872 1.438
H 2.159 6.070 -2.507
H 2.063 7.473 -1.435
H 3.301 6.231 -1.164
H 0.607 5.367 1.223
H 2.676 6.372 2.209
H 1.448 7.610 1.920
H 2.767 7.388 0.767
C -4.896 -4.776 -1.409
C -4.280 -4.296 -0.119
O -3.065 -4.332 0.064
N -5.113 -3.827 0.836
C -6.563 -3.717 0.790
H -4.101 -5.120 -2.062
H -5.583 -5.603 -1.225
H -5.436 -3.970 -1.904
H -4.645 -3.533 1.679
H -6.866 -2.678 0.923
H -7.011 -4.312 1.585
H -6.941 -4.069 -0.163

=====

57
Properties=species:S:1:pos:R:3 method="wB97M-V/def2-TZVPD" multiplicity=6 e_tot_ha=-2391.2662 e_lumo_ev="-9.506 / -12.886" charge=+3 homo_energy_ev="-18.426 / -18.262" s_squared=8.775 homo_lumo_gap_ev="8.92 / 5.38"
C 0.006 0.676 -4.241
C 0.011 1.183 -2.831
H 0.009 1.496 -4.951
H -0.892 0.075 -4.422
H 0.895 0.064 -4.427
O 0.016 2.322 -2.394
I -0.024 -3.057 -3.030
Ir -0.002 -0.664 -2.139
P 2.173 -0.108 -1.561
C 2.595 1.324 -0.470
C 3.102 -1.466 -0.825
H 3.876 -1.783 -1.534
H 4.137 0.494 -2.678
H 2.430 -2.298 -0.616
H 3.046 -0.342 -3.809
H 2.776 0.984 0.560
H 3.577 -1.137 0.104
C 3.104 0.394 -3.014
H 3.505 1.826 -0.834
H 2.733 1.356 -3.366
H 1.764 2.048 -0.488
P -2.170 -0.079 -1.564
C -2.579 1.350 -0.464
C -3.095 0.439 -3.017
H -2.459 -2.274 -0.630
H -3.897 -1.733 -1.546
H -3.585 -1.096 0.094
C -3.117 -1.431 -0.837
H -3.052 -0.295 -3.815
H -4.126 0.553 -2.679
H -3.486 1.859 -0.827
H -1.748 2.072 -0.475
H -2.712 1.396 -3.368
H -2.766 1.008 0.563
Cl -0.006 -2.672 -0.227
C 0.007 1.220 1.941
N 0.001 -0.185 1.525
C -1.176 -0.885 2.068
N -1.221 -0.787 3.540
C -1.204 0.640 3.903
N 0.002 1.327 3.393
C 1.203 0.630 3.904
N 1.210 -0.796 3.541
C 1.168 -0.898 2.070
C -0.008 -1.400 4.107
H -0.865 1.723 1.525
H 0.884 1.714 1.531
H -1.102 -1.920 1.709
H -2.085 -0.446 1.648
H -1.204 0.753 4.992
H -2.089 1.114 3.459
H 2.090 1.098 3.458
H 1.203 0.744 4.992
H 1.084 -1.932 1.714
H 2.085 -0.471 1.654
H -0.008 -1.246 5.194
H -0.013 -2.477 3.890